1.
11
Properties=species:S:1:pos:R:3:forces:R:3 method="wB97M-V/def2-TZVPD" e_homo_ev=-8.46 energy_ev=-7763.1150
O -1.7195 -0.5602 -0.1596 0.0 0.2 0.2
C -0.4990 -0.0223 -0.5027 0.6 0.5 0.8
C 0.6308 -0.9773 -0.4076 0.4 -0.2 -0.1
C 0.8757 0.0448 0.6149 0.3 -0.7 0.6
C -0.3465 1.3874 -0.3225 -0.9 1.2 -0.8
N -0.5130 2.5162 -0.0662 0.1 -0.6 -0.5
H -2.4035 0.1207 -0.2446 0.2 0.0 0.2
H 0.2928 -1.9181 0.0180 -0.2 0.0 -0.4
H 1.3218 -1.0778 -1.2329 0.1 0.0 0.0
H 0.5666 -0.0572 1.6417 0.0 -0.4 0.1
H 1.7139 0.7241 0.4391 -0.7 0.1 0.0

---

2.
14
Properties=species:S:1:pos:R:3:forces:R:3 method="wB97M-V/def2-TZVPD" e_homo_ev=-8.67 smiles=O[C@@]12CC[C@@H]1C2 energy_ev=-7359.8730
O 0.6245 -0.5958 1.8749 -0.2 -0.5 0.3
C 0.0806 -0.4364 0.6024 -0.1 0.1 0.0
C -1.2193 0.3259 0.3885 -0.2 -0.1 0.1
C -0.5455 1.0807 -0.8002 0.0 0.1 -0.1
C 0.7907 0.4336 -0.3820 0.1 0.1 0.0
C 0.6815 -1.0509 -0.6179 0.0 -0.2 0.0
H 1.3125 -1.2693 1.8445 -0.2 0.0 0.0
H -1.3539 1.0192 1.2242 0.0 -0.1 -0.1
H -2.1511 -0.2242 0.2224 0.1 0.0 0.0
H -0.6190 2.1711 -0.7725 0.1 -0.2 0.2
H -0.8930 0.7549 -1.7910 0.2 0.1 0.2
H 1.6576 0.8360 0.1324 0.2 0.5 -1.0
H 1.5885 -1.6364 -0.4967 -0.1 0.1 0.2
H 0.0460 -1.4085 -1.4290 0.1 0.1 0.2

---

3.
42
Properties=species:S:1:pos:R:3:forces:R:3 method="wB97M-V/def2-TZVPD" e_homo_ev="-15.23 / -15.46" multiplicity=2 total_charge=+2 energy_ev=-67077.4891
I -2.7944 -0.0056 -0.1658 -0.6 0.0 0.6
I 2.7690 0.0903 0.4474 1.7 2.8 -0.6
Ce 0.0142 0.0011 -0.0960 1.3 -2.4 -9.0
P 0.0223 -2.4906 -0.2506 -0.1 -3.1 0.5
C -0.2026 -3.3249 1.3393 -0.1 0.7 0.5
C -1.2742 -3.0497 -1.3129 -0.6 -0.3 -0.5
H -1.0544 -4.0944 -1.5258 -0.3 -0.2 -0.3
H 1.3908 -4.1004 -1.2166 0.1 -0.2 -0.2
H -1.2769 -2.4624 -2.2382 -0.1 -0.3 0.0
H 1.7810 -2.4742 -1.8648 -0.1 -0.3 0.0
H -1.1242 -2.9910 1.8145 -0.2 -0.3 0.0
H -2.2508 -2.9461 -0.8303 0.2 -0.1 -0.1
C 1.5405 -3.0540 -0.9638 0.6 -0.1 -0.5
H -0.1513 -4.3542 1.1876 -0.5 -2.0 -0.3
H 2.3849 -2.9585 -0.2740 -0.4 -0.2 -0.7
H 0.6150 -3.0471 2.0338 -1.5 -1.6 -1.2
P 0.0099 2.4746 -0.2406 0.0 3.5 -0.3
C -0.2016 3.2802 1.3418 -0.1 -0.1 0.8
C 1.5244 3.0652 -0.9677 0.7 0.3 -0.3
H -1.3032 2.4381 -2.2465 0.0 0.3 0.2
H -1.0833 4.0788 -1.5491 -0.2 0.1 -0.2
H -2.2745 2.9330 -0.8388 0.3 0.1 -0.1
C -1.2938 3.0347 -1.3212 -0.6 0.1 -0.4
H 1.7595 2.4889 -1.8765 0.0 0.3 0.2
H 1.3620 4.1135 -1.2210 0.3 0.1 -0.2
H -0.1920 4.3595 1.1725 0.0 0.0 0.1
H 0.6147 3.0048 2.0285 -0.2 0.2 -0.2
H 2.3655 2.9612 -0.2692 -0.3 0.2 -0.2
H -1.1584 2.9839 1.8000 0.3 0.2 -0.2
C -0.2716 0.0629 1.8410 -3.3 1.5 17.9
O -0.4230 0.1277 3.0466 0.3 1.3 -8.5
O 3.6228 -2.4032 0.9833 -1.8 -1.3 -2.6
C 2.6881 -2.2649 1.7275 3.3 1.9 3.0
C 3.3403 -2.1617 3.1208 -3.0 -1.0 1.3
C 2.1918 -2.2558 4.0679 2.6 1.4 -1.9
C 1.0328 -1.6046 3.2763 11.6 -1.3 -2.3
O 0.1421 -1.8974 3.8260 -12.9 -1.5 4.1
N 1.3393 -1.5454 1.6963 2.5 1.1 0.8
H 4.0334 -2.9260 3.3322 1.2 -0.7 -0.4
H 3.7312 -1.1801 3.1792 0.9 1.0 -0.3
H 1.9200 -3.2878 4.1560 -0.4 -0.4 0.5
H 2.4001 -1.7613 4.9814 -0.3 0.3 1.0

---

4.
79
Properties=species:S:1:pos:R:3:forces:R:3 method="wB97M-V/def2-TZVPD" e_homo_ev=-10.35 total_charge=+1 energy_ev=-171913.4717
Sn 0.9447 -1.1664 -0.0501 0.5 0.5 -0.5
C -2.0654 6.3211 1.2650 0.3 0.3 -0.3
O -1.2579 5.1357 1.1409 -0.2 0.9 0.4
C -0.4463 4.8703 2.2048 1.1 -1.4 -0.3
C -0.3235 5.6172 3.3743 -0.2 -0.9 -0.5
C 0.4344 5.0721 4.4208 0.5 -0.8 0.0
C 1.1169 3.8614 4.2618 -0.1 -0.4 -0.2
C 1.0051 3.1019 3.0795 -0.2 0.9 0.2
C 0.2937 3.6229 2.0174 -1.3 2.0 0.9
N 0.0947 3.0013 0.7843 -0.4 -0.4 -0.3
C 0.7877 1.8869 0.4152 0.2 0.0 -1.9
N 2.1344 1.9557 0.6007 -0.8 0.8 0.8
C 3.1249 0.9749 0.4312 1.1 -1.4 0.2
C 2.9378 -0.2210 -0.2906 -2.4 1.0 0.3
C 3.9562 -1.1103 -0.4872 1.3 0.2 0.8
C 5.1411 -0.9447 0.2068 0.1 0.3 -0.7
C 5.3682 0.1820 0.9930 -1.6 0.6 -0.8
C 4.3797 1.1844 1.0847 -1.0 -0.7 -0.5
O 4.3925 2.3307 1.8101 1.9 0.0 0.4
C 5.6561 2.6729 2.4389 -0.5 0.9 1.2
N 0.2004 0.9249 -0.3050 -0.2 -0.2 0.9
C -1.2490 0.9287 -0.3856 0.1 0.7 0.6
C -1.8611 1.3170 -1.5787 0.8 0.6 0.0
C -3.2386 1.3563 -1.6433 -0.7 0.3 0.5
C -3.9800 1.0828 -0.4919 -1.0 0.1 -1.0
C -3.3982 0.7409 0.7129 -0.2 -0.8 1.1
C -2.0202 0.6371 0.7894 1.0 0.0 -1.3
O -1.2659 0.2737 1.8632 -0.4 -0.6 0.5
C -1.8992 -0.3733 2.9956 -1.4 0.8 0.1
H -1.4240 7.2349 1.1317 -0.6 -0.8 0.5
H -2.6547 6.2982 2.2002 0.5 0.2 -0.3
H -2.7748 6.3112 0.4440 0.1 -0.2 -0.1
H -0.8624 6.5514 3.4751 0.1 -0.1 0.2
H 0.4301 5.5369 5.3965 0.2 0.3 -0.1
H 1.7611 3.3799 5.0118 -0.6 0.7 0.1
H 1.4496 2.1184 3.0281 0.2 0.1 0.0
H -0.7601 3.2486 0.2636 0.6 -0.4 0.6
H 2.4258 2.8439 1.0527 0.0 -1.1 -0.4
H 3.8542 -1.8742 -1.2211 -0.2 -0.9 -0.1
H 5.9218 -1.6698 0.0605 0.3 -0.1 0.1
H 6.3395 0.2929 1.3628 1.1 0.4 1.0
H 5.4907 3.6745 2.8968 0.1 -0.7 -0.5
H 6.5076 2.7421 1.7713 -0.2 -0.1 -0.6
H 5.9463 2.0060 3.2710 -0.5 -0.1 -0.5
H -1.2513 1.7588 -2.4038 -0.4 -0.8 0.7
H -3.7615 1.7015 -2.5328 0.2 -0.2 0.1
H -5.0767 1.1530 -0.5822 0.6 -0.1 0.3
H -4.0082 0.4562 1.5976 0.4 0.5 -0.8
H -1.2191 -1.0931 3.4412 0.2 0.0 -0.3
H -2.8863 -0.8680 2.7456 1.3 0.4 0.0
H -2.1212 0.4007 3.7628 0.1 -0.4 -0.5
C -1.3341 -6.6488 -1.1241 0.6 0.5 -0.1
As -0.4034 -4.9486 -0.5846 -1.2 -0.2 -0.5
C -1.2816 -4.7307 1.1675 -0.6 1.0 -0.5
C -1.6121 -3.8986 -1.8242 0.9 -0.2 0.4
C -2.9558 -4.1878 -1.8350 -0.9 -0.7 0.0
C -3.7334 -3.8755 -2.9638 -0.6 -0.7 0.7
C -3.1473 -3.3361 -4.0890 1.2 -0.2 0.3
C -1.7609 -3.0792 -4.0838 -0.9 0.8 -0.1
C -1.0263 -3.2449 -2.9267 0.6 -0.7 0.9
As 0.8746 -2.6997 -2.7468 -1.2 1.2 -1.8
C 1.5251 -3.5243 -4.4257 -0.1 -0.4 0.9
C 0.4743 -0.9246 -3.6666 0.1 -0.5 0.4
H -2.3795 -6.6269 -0.7997 0.3 -0.1 0.0
H -0.7893 -7.4798 -0.6624 -0.3 0.0 -0.3
H -1.2875 -6.6778 -2.2272 0.0 -0.3 0.6
H -2.3577 -5.0133 1.2054 0.8 0.1 -0.2
H -1.1973 -3.6378 1.3669 0.0 -0.8 0.3
H -0.7055 -5.3145 1.8722 0.0 0.0 0.3
H -3.3865 -4.8290 -1.0253 0.2 0.9 -0.8
H -4.7805 -4.2125 -2.9687 0.4 0.4 -0.1
H -3.6944 -3.1746 -4.9945 -0.3 0.0 -0.3
H -1.3276 -2.6664 -4.9890 0.1 0.0 0.1
H 1.3309 -2.7929 -5.1810 0.1 0.3 -0.5
H 0.9082 -4.4057 -4.6042 0.3 -0.1 0.0
H 2.5776 -3.7518 -4.3276 0.1 -0.2 -0.3
H -0.2923 -0.4449 -3.0671 -0.4 0.1 -0.1
H 0.1427 -1.0460 -4.7191 0.2 0.0 0.8
H 1.3299 -0.2688 -3.6075 0.5 0.1 -0.2

---

5.
10
Properties=species:S:1:pos:R:3:forces:R:3 method="wB97M-V/def2-TZVPD" e_homo_ev=-9.72 energy_ev=-5148.3624
C 1.4013 0.1430 -0.2796 1.6 -3.1 0.7
N -1.3001 -0.1044 0.5074 0.0 -0.5 -0.5
C -0.5883 -1.0208 -0.0359 -1.4 -0.3 1.2
N 0.5688 -0.7447 -0.6734 0.8 1.6 -0.8
H -2.2646 -0.3635 0.6901 0.2 -0.5 0.4
H -0.7418 1.5655 0.0736 1.6 1.7 -0.6
H -0.8616 -2.0817 -0.0728 -0.2 0.2 -0.2
H 1.6487 0.2383 0.7799 -1.0 1.0 0.3
H 2.3165 0.2247 -0.8569 -0.3 0.8 -0.7
H -0.1790 2.1434 -0.1324 -1.2 -0.9 0.3

---

Calculated energy above the lowest of the compared OMol25 structures with the same formula, charge and spin in order - 329.2; 229.9; 1139.3; 0.0; 343.2 kJ/mol